ORCA calculation (ωB97M-V/def2-TZVPD) on a single C8H9IN2O molecule.

Geometry as XYZ:
```
21
Properties=species:S:1:pos:R:3
I 2.483 0.402 -4.262
C 1.102 1.037 -2.578
C 0.409 2.257 -2.699
N -0.670 2.632 -1.951
C -1.108 1.780 -1.070
C -0.446 0.548 -0.837
O -1.016 -0.284 0.052
C -0.449 -0.318 1.424
C -0.955 -1.368 2.346
C 0.450 -1.935 2.378
N 0.855 -0.904 1.412
C 0.667 0.146 -1.608
H 0.669 3.133 -3.361
H -1.938 2.152 -0.438
H -0.507 0.676 1.769
H -1.369 -1.008 3.252
H -1.725 -2.039 1.809
H 0.946 -1.712 3.360
H 0.563 -2.917 1.889
H 1.083 -1.339 0.537
H 0.953 -0.941 -1.424
```

Summary:
Kohn-Sham gap = 8.8671 eV
SMILES string = Ic1cncc(O[C@H]2CCN2)c1
molecular weight = 276.08 g mol⁻¹
electronic energy = -792.5922 a.u.

These are the Mulliken partial charges, in e, on atoms 1 to 8: 0.02 -0.48 -0.05 -0.57 -0.21 0.48 -0.44 0.19

ORCA calculation (ωB97M-V/def2-TZVPD) on a single C8H9IN2O molecule.

Geometry as XYZ:
```
21
Properties=species:S:1:pos:R:3
C -1.482 -1.198 1.466
C -2.133 -2.330 1.096
C -0.514 -0.539 0.550
C 0.209 -1.547 -0.278
C -1.723 -3.177 -0.071
C 1.552 -1.653 -0.483
C -0.226 0.764 0.545
C 1.495 4.626 -0.703
N -0.506 -2.789 -0.555
N 2.043 3.384 -0.894
O -2.299 -4.175 -0.431
I 0.872 1.782 -1.135
H -1.985 -0.737 2.349
H -2.955 -2.670 1.708
H 2.111 -2.309 -1.075
H 2.026 -0.759 -0.083
H -0.652 1.586 1.027
H 2.367 5.337 -0.456
H 0.914 5.046 -1.569
H 0.838 4.828 0.180
H 0.049 -3.469 -1.190
```

Summary:
Kohn-Sham gap = 7.4145 eV
molecular weight = 276.08 g mol⁻¹
electronic energy = -792.4621 a.u.

These are the Mulliken partial charges, in e, on atoms 1 to 8: -0.72 -0.26 0.99 0.59 0.22 -1.15 -1.06 -0.57

ORCA calculation (ωB97M-V/def2-TZVPD) on 2 unconnected molecules or ions with the total composition C8H9INO.

Geometry as XYZ:
```
20
Properties=species:S:1:pos:R:3
C -0.317 -3.010 2.196
C 0.946 -2.669 1.731
C -1.350 -2.286 1.693
C 1.075 -1.638 0.753
C -1.285 -1.282 0.738
C -0.033 -0.887 0.229
C 0.960 4.105 -2.379
C 0.234 0.334 -0.510
N -0.646 0.935 -1.281
O 1.125 5.247 -2.953
I -0.764 4.393 -1.112
H -0.414 -3.681 2.938
H 1.715 -3.232 2.177
H -2.374 -2.463 2.224
H 2.108 -1.256 0.405
H -2.137 -0.731 0.511
H 1.292 0.601 -0.557
H -1.621 0.608 -1.303
H 1.741 5.186 -3.699
H -0.256 1.726 -1.803
```

Summary:
Kohn-Sham gap = 7.3720 eV
charge = +1
molecular weight = 262.07 g mol⁻¹
electronic energy = -737.5701 a.u.

These are the Mulliken partial charges, in e, on atoms 1 to 8: -0.59 -0.58 -0.38 -0.38 -0.42 0.98 -0.16 0.12

ORCA calculation (ωB97M-V/def2-TZVPD) on 2 unconnected molecules or ions with the total composition C8H9IO3S.

Geometry as XYZ:
```
22
Properties=species:S:1:pos:R:3
C 1.036 1.462 0.840
C 1.912 -0.520 -0.188
C -0.184 0.876 0.906
C 0.639 -1.103 -0.088
C 2.081 0.816 0.199
C -0.448 -0.398 0.512
C 3.420 1.458 0.006
C -2.701 -0.603 -1.103
O -2.688 -0.843 1.721
O -1.979 -2.583 0.128
O -3.029 -1.541 -1.938
S -2.005 -1.226 0.510
I -5.281 0.443 -0.077
H 1.175 2.463 1.219
H 2.831 -0.988 -0.500
H -0.890 1.444 1.438
H 0.209 -2.070 -0.282
H 3.782 2.010 0.774
H 4.341 0.834 -0.207
H 3.466 2.115 -0.961
H -2.388 0.369 -1.396
H -3.300 -2.414 -1.513
```

Summary:
Kohn-Sham gap (alpha / beta) = 6.8955 / 6.7819 eV
molecular weight = 312.13 g mol⁻¹
electronic energy = -1231.7209 a.u.

These are the Mulliken partial charges, in e, on atoms 1 to 8: -0.75 -0.90 -0.10 -0.42 1.04 -0.13 -1.45 -0.53

ORCA calculation (ωB97M-V/def2-TZVPD) on a gas-phase ion, C8H9N4O (charge +1).

Geometry as XYZ:
```
22
Properties=species:S:1:pos:R:3
C -2.040 1.968 -2.730
N -1.331 1.734 -1.447
N -1.195 2.594 -0.404
C -0.637 2.033 0.587
O -0.105 2.261 1.738
N -0.298 0.464 -0.122
C 0.359 -0.629 0.435
C 1.253 -0.533 1.500
C 1.917 -1.637 2.005
C 1.641 -2.879 1.474
C 0.911 -2.911 0.295
C 0.229 -1.848 -0.271
N -0.777 0.617 -1.294
H -2.746 1.084 -3.001
H -2.703 2.746 -2.441
H -1.157 2.137 -3.349
H 0.053 3.213 1.783
H 1.484 0.528 1.893
H 2.507 -1.361 2.869
H 2.197 -3.725 1.949
H 0.837 -3.955 -0.229
H -0.399 -1.902 -1.240
```

Summary:
Kohn-Sham gap = 8.5579 eV
SMILES string = Cn1nc(O)[n+](-c2ccccc2)n1
charge = +1
molecular weight = 177.19 g mol⁻¹
electronic energy = -604.1315 a.u.

These are the Mulliken partial charges, in e, on atoms 1 to 8: -0.60 0.62 -0.67 0.49 -0.36 0.30 1.01 -0.32

ORCA calculation (ωB97M-V/def2-TZVPD) on a single C8H9N5 molecule.

Geometry as XYZ:
```
22
Properties=species:S:1:pos:R:3
C 0.936 2.540 0.391
N -0.185 1.811 -0.319
C -0.096 0.582 -0.356
N 0.969 -0.357 -0.037
C 1.202 -1.430 0.748
C 2.448 -1.882 0.480
N 2.991 -1.217 -0.618
C 2.086 -0.239 -0.915
N -1.338 -0.117 -0.535
C -2.531 0.446 0.018
C -3.498 -0.579 0.145
N -2.949 -1.738 -0.137
C -1.652 -1.413 -0.613
H 0.457 3.719 0.638
H 1.393 2.007 1.455
H 1.739 2.801 -0.512
H 0.403 -1.778 1.463
H 2.954 -2.726 0.790
H 2.413 0.657 -1.603
H -2.375 1.608 0.111
H -4.565 -0.583 0.249
H -0.804 -2.112 -0.844
```

Summary:
Kohn-Sham gap = 8.9577 eV
SMILES string = CN=C(n1ccnc1)n1ccnc1
molecular weight = 175.19 g mol⁻¹
electronic energy = -583.8739 a.u.

These are the Mulliken partial charges, in e, on atoms 1 to 8: -0.77 -0.40 0.43 0.19 -0.05 -0.62 -0.58 -0.11